Record 1
{
  "formula": "C11H23FIN3O6P",
  "method": "the ωB97M-V functional and the def2-TZVPD basis",
  "symbols": ["N", "C", "N", "F", "N", "C", "C", "O", "I", "P", "O", "H", "H", "H", "H", "H", "H", "H", "O", "C", "O", "C", "C", "C", "H", "H", "H", "H", "H", "H", "H", "H", "O", "C", "O", "C", "C", "C", "H", "H", "H", "H", "H", "H", "H", "H"],
  "coordinates": [[3.26363, 0.40500, 0.59876], [2.83504, 1.67910, 0.78309], [1.55905, 1.78269, 1.41359], [0.58477, 2.16068, 0.51999], [3.53397, 2.72597, 0.38410], [4.82993, 2.53785, -0.30826], [6.00989, 2.35918, 0.70164], [6.42691, 1.31162, 1.00436], [6.99924, 4.07862, 1.59875], [2.90981, 4.37477, 0.62373], [1.90463, 4.69435, -0.40617], [2.80441, -0.20159, 1.30655], [4.26737, 0.31860, 0.81853], [1.56763, 2.38364, 2.23826], [4.74958, 1.64384, -0.96707], [5.01516, 3.42632, -0.94241], [2.32609, 4.47163, 1.92067], [3.96186, 5.31960, 0.53837], [1.79980, -1.77573, 3.01906], [0.72097, -2.15272, 2.61081], [0.25741, -1.65998, 1.46417], [-0.92254, -2.13030, 0.77471], [-2.17101, -1.49520, 1.34839], [-0.13222, -3.09168, 3.42003], [-0.96497, -3.21916, 0.77444], [-0.80779, -1.82758, -0.25926], [-2.31391, -1.75572, 2.39875], [-3.04999, -1.81367, 0.79228], [-2.10024, -0.40635, 1.29938], [-0.65077, -2.52315, 4.19259], [0.51733, -3.82829, 3.88966], [-0.85813, -3.64655, 2.83092], [-2.33586, -2.79852, -1.46183], [-2.89362, -2.02095, -2.19599], [-3.35215, -0.85801, -1.70522], [-3.88571, 0.20254, -2.51105], [-5.34653, -0.03227, -2.83318], [-3.16415, -2.37444, -3.63587], [-3.27708, 0.35392, -3.40436], [-3.79017, 1.10955, -1.91420], [-5.49379, -0.94381, -3.41303], [-5.75306, 0.80578, -3.40134], [-5.92399, -0.14519, -1.91425], [-4.04425, -3.01637, -3.68376], [-2.30286, -2.91471, -4.02449], [-3.30967, -1.51327, -4.28385]],
  "atomic_forces_ev_per_a": [[0.47, 1.21, 2.64], [-0.13, -1.20, -0.30], [0.66, -0.78, 0.40], [0.06, 0.47, -0.10], [0.56, 0.51, 0.62], [0.17, 0.42, -0.47], [-0.17, 1.37, -0.26], [0.03, -1.65, 0.17], [-0.65, -0.14, -0.44], [-2.07, 1.57, -1.39], [0.48, -0.43, 0.36], [-0.59, -0.22, -0.81], [-0.08, -0.16, -1.03], [-0.36, 0.16, -0.35], [0.20, 0.54, 0.52], [-0.11, -0.46, 0.35], [0.84, -0.55, -0.10], [0.46, -1.00, 0.44], [0.05, 0.27, -0.43], [-0.20, 0.03, 0.35], [0.55, 0.21, -0.28], [-0.43, 0.07, 0.19], [-0.01, 0.07, 0.31], [0.08, -0.51, -0.22], [0.06, 0.04, 0.09], [0.31, 0.06, 0.16], [0.01, -0.08, -0.03], [0.09, 0.01, -0.02], [0.00, -0.04, -0.11], [0.04, -0.01, -0.03], [0.05, 0.20, 0.15], [-0.10, 0.18, -0.01], [-0.28, 0.26, -0.19], [-0.28, -0.44, -0.38], [0.37, 0.13, 0.43], [-0.31, 0.06, -0.23], [-0.10, -0.16, 0.00], [0.34, 0.33, -0.33], [-0.02, -0.12, 0.00], [0.13, -0.16, 0.14], [0.04, 0.07, -0.08], [0.03, -0.02, 0.03], [0.05, 0.10, -0.01], [0.05, 0.01, 0.02], [-0.10, -0.19, 0.15], [-0.18, -0.02, 0.05]],
  "orbital_gap_ev": 7.6,
  "homo_ev": -12.337,
  "charge": 1
}

Record 2
{
  "formula": "C11H23FNO2OsP2",
  "method": "the ωB97M-V functional and the def2-TZVPD basis",
  "symbols": ["Os", "P", "C", "C", "N", "C", "C", "C", "C", "C", "P", "H", "H", "H", "H", "H", "H", "H", "H", "O", "H", "H", "O", "H", "C", "H", "H", "H", "C", "H", "H", "H", "C", "H", "H", "H", "C", "H", "H", "H", "F"],
  "coordinates": [[0.26787, 0.76100, 0.38141], [1.74357, -0.57263, 1.20566], [2.23795, -1.30684, -0.37955], [1.17676, -1.67896, -1.19789], [0.02016, -0.96059, -0.89362], [-1.15431, -1.38715, -1.38979], [-1.22440, -2.36342, -2.38379], [-0.04128, -2.91476, -2.87512], [1.16252, -2.57446, -2.28390], [-2.37790, -0.72619, -0.79326], [-1.91706, 0.73497, 0.29003], [2.13166, -2.91356, -2.65941], [-2.20284, -2.64264, -2.75993], [-0.06992, -3.63549, -3.67758], [-3.07210, -0.35990, -1.55923], [-2.94724, -1.41572, -0.15006], [2.46904, 0.44511, -1.09212], [3.21954, -1.78550, -0.47490], [0.48087, 4.60553, -1.00870], [1.95067, 1.30325, -1.08244], [1.65443, 1.43715, -1.99848], [0.26297, 1.27383, 2.31400], [0.14031, 5.37039, -0.55244], [0.15099, 5.24727, 0.40316], [-2.61366, 2.13191, -0.65518], [-3.50049, 1.78938, -1.20446], [-2.87226, 2.93286, 0.04853], [-1.84917, 2.50961, -1.34667], [-2.99020, 0.59799, 1.74391], [-2.68270, 1.35911, 2.47146], [-4.03787, 0.77264, 1.46753], [-2.88574, -0.39961, 2.18706], [1.45737, -2.08627, 2.12801], [2.29510, -2.76474, 1.91459], [1.38536, -1.86002, 3.19628], [0.52622, -2.54560, 1.78198], [3.18188, 0.23335, 1.95865], [3.00748, 0.33113, 3.03772], [4.07320, -0.37219, 1.76566], [3.32810, 1.23661, 1.53879], [0.11513, 2.19312, 2.58406]],
  "atomic_forces_ev_per_a": [[-0.36, 0.98, -2.75], [4.72, -3.01, 1.54], [1.14, -1.14, 0.07], [-0.02, 1.12, -0.10], [0.03, 0.19, 0.96], [-1.08, 1.04, 0.63], [0.34, -0.07, -0.02], [-0.55, -0.03, 0.14], [0.79, 0.34, 0.17], [0.38, 0.14, 0.18], [-5.32, 0.29, -1.81], [-0.40, -0.27, 0.20], [0.14, -0.06, -0.04], [0.01, -0.04, -0.18], [0.15, -0.22, 0.04], [0.24, -0.09, -0.27], [-0.18, 0.98, -0.24], [-0.26, 0.14, -0.04], [0.37, -0.21, 0.12], [-0.52, -0.43, 0.07], [0.25, 0.33, -0.13], [0.02, 0.82, 2.08], [-0.59, 0.30, 0.06], [0.25, -0.09, -0.15], [0.40, 0.36, 0.03], [0.16, 0.18, 0.18], [0.02, -0.08, -0.20], [-0.39, 0.04, -0.02], [0.74, -0.20, 0.66], [-0.19, -0.13, -0.01], [0.24, -0.01, -0.23], [-0.09, 0.23, 0.06], [-0.66, -0.12, 0.32], [-0.12, 0.19, 0.19], [0.05, -0.17, -0.06], [0.13, -0.10, 0.14], [-0.12, 0.28, -0.12], [0.10, -0.06, -0.16], [-0.04, 0.02, 0.15], [0.08, -0.18, 0.07], [0.16, -1.25, -1.55]],
  "orbital_gap_ev": [5.7, 4.6],
  "homo_ev": [-18.848, -18.846],
  "spin_multiplicity": 5,
  "charge": 3
}

Record 3
{
  "formula": "C11H23FNO2P2Pd",
  "method": "the ωB97M-V functional and the def2-TZVPD basis",
  "symbols": ["Pd", "P", "C", "C", "N", "C", "C", "C", "C", "C", "P", "H", "H", "H", "H", "H", "H", "H", "H", "O", "H", "H", "O", "H", "C", "H", "H", "H", "C", "H", "H", "H", "C", "H", "H", "H", "C", "H", "H", "H", "F"],
  "coordinates": [[-0.01102, 0.28109, 1.64683], [-2.17659, 0.24679, 0.96522], [-2.30258, 1.13158, -0.67493], [-0.91553, 1.27334, -1.23765], [0.19703, 0.99945, -0.54135], [1.39096, 1.49122, -0.89521], [1.55765, 2.23258, -2.07461], [0.44276, 2.40983, -2.90407], [-0.78660, 1.88576, -2.48927], [2.56364, 1.12958, -0.02659], [2.18454, -0.26470, 1.08288], [-1.73026, 2.06903, -3.00598], [2.57334, 2.58733, -2.30739], [0.52430, 3.04868, -3.79360], [3.43168, 0.83851, -0.62102], [2.87440, 1.96402, 0.60507], [-3.06632, 0.85872, -1.39479], [-2.75632, 2.13205, -0.34477], [-0.79781, -3.32586, -2.89854], [-1.29859, -3.19746, -3.72343], [-2.20209, -2.86912, -3.44658], [-0.02870, -3.66222, 1.65419], [-0.34491, -4.24891, 0.95954], [0.43552, -4.44778, 0.39759], [2.63005, -1.71889, 0.08857], [3.66909, -1.58762, -0.24633], [2.55961, -2.64149, 0.67976], [1.97659, -1.81543, -0.78836], [3.31673, -0.24386, 2.48670], [3.18966, -1.13636, 3.10832], [4.34834, -0.21663, 2.12803], [3.12284, 0.64785, 3.08556], [-2.80769, 1.70946, 1.86640], [-3.66455, 2.08209, 1.30309], [-3.14753, 1.54569, 2.88544], [-1.99411, 2.44174, 1.81462], [-3.31903, -1.19585, 1.09690], [-3.56394, -1.37754, 2.16087], [-4.24939, -0.98088, 0.53918], [-2.87444, -2.12476, 0.68457], [1.04926, 2.04895, 2.17518]],
  "atomic_forces_ev_per_a": [[1.34, 0.99, -0.72], [-1.72, -0.42, 0.10], [0.00, 0.49, 1.12], [0.45, 1.04, -1.62], [-0.73, 0.42, 1.04], [0.15, -0.28, -0.85], [-0.10, -0.48, 0.24], [0.12, 0.23, 0.39], [-0.18, 0.45, 0.32], [0.47, -0.05, 0.23], [-0.07, -0.12, 0.44], [0.52, 0.06, -0.25], [-0.75, 0.00, -0.04], [-0.10, -0.58, 0.28], [-0.03, 0.11, -0.21], [-0.24, 0.08, -0.01], [0.18, -0.89, -0.19], [1.33, -1.02, -0.67], [-0.46, 0.04, -0.43], [-1.18, 0.62, 0.85], [1.62, -0.67, -0.40], [0.09, -0.10, -0.01], [0.63, 0.01, -0.66], [-0.73, 0.14, 0.65], [0.00, -0.23, -0.02], [-0.24, -0.14, 0.04], [0.04, 0.27, -0.11], [0.15, 0.11, 0.22], [0.40, 0.13, -0.09], [-0.09, 0.13, -0.19], [0.04, -0.02, 0.07], [-0.08, -0.06, -0.09], [-0.69, -0.24, 0.24], [-0.08, 0.14, 0.20], [0.34, -0.09, 0.16], [-0.21, -0.01, 0.21], [-0.45, 0.18, -0.31], [0.17, 0.18, -0.51], [0.30, -0.16, 0.36], [-0.03, 0.68, 0.21], [-0.18, -0.94, -0.03]],
  "orbital_gap_ev": [9.0, 7.3],
  "homo_ev": [-11.881, -12.337],
  "spin_multiplicity": 3,
  "charge": 1
}